ORCA calculation (the ωB97M-V functional and the def2-TZVPD basis) on C39H49ClFHfN6O7S3 as an isolated structure in a non-equilibrium geometry.

* energy: -4173.2170 Eh
* largest force on an atom: 0.0539 hartree/bohr
* net charge: +1
* LUMO level: -3.17 eV
* gap between HOMO and LUMO: 7.6200 eV
* energy relative to the best compared isomer or geometry (same formula, charge and spin): 9.9 kcal per mole

Each line ends with the Mulliken charge.
CARTESIAN COORDINATES (ANGSTROEM)
Hf 1.9237 -0.2075 -0.4461  1.330
N -0.0923 -0.6141 -1.6187  -0.876
C -1.1284 0.4465 -1.9332  -0.004
C -0.5879 1.6276 -2.7180  -0.790
C 0.7271 2.2144 -2.2738  0.539
O 1.2110 3.2281 -2.7624  -0.668
O 1.4004 1.5159 -1.3465  0.013
H 0.3044 -0.9448 -2.5373  -0.011
H -0.6295 -1.4286 -1.2384  0.168
H -1.6318 0.7057 -0.9750  -0.468
H -1.9054 -0.0620 -2.5202  0.634
H -1.3534 2.4408 -2.6940  0.508
H -0.4214 1.3430 -3.7734  0.201
C -0.2310 -4.0255 2.0668  -0.911
O -0.2498 -3.4859 0.7514  -0.084
C -0.1059 -4.5230 -0.2365  -1.009
C 1.2549 -4.5310 -0.8679  -0.256
O 1.3827 -3.3941 -1.7168  -0.018
C 2.1839 -3.7733 -2.8505  -0.799
H -1.1819 -4.4693 2.3936  0.274
H -0.0333 -3.2148 2.8043  0.239
H 0.5711 -4.7682 2.1764  0.438
H -0.8583 -4.3173 -1.0449  0.234
H -0.3443 -5.5155 0.2013  0.579
H 1.4149 -5.4562 -1.4879  0.548
H 2.0918 -4.5346 -0.1457  0.094
H 1.6767 -4.5344 -3.4419  0.401
H 3.1734 -4.1218 -2.5069  0.441
H 2.3603 -2.8903 -3.4868  -0.045
S 5.7253 2.3638 1.2264  -0.057
C 4.9306 3.1753 -0.1158  -0.400
C 3.8228 2.4831 -0.5692  -0.831
N 3.5474 1.3091 0.1891  0.714
C 4.5131 1.1032 1.0986  -0.205
H 5.3083 4.1257 -0.4531  0.484
H 3.1255 2.7781 -1.3542  0.366
H 4.4761 0.2585 1.7663  0.176
O 5.2840 -2.2779 -2.2917  -0.601
S 5.0347 -0.8457 -2.2909  0.961
O 5.5255 -0.0724 -1.1860  -0.496
N 3.3582 -0.5064 -2.4422  -0.177
C 3.0174 -0.2784 -3.7230  0.567
S 1.4926 -0.3074 -4.4480  -0.417
C 4.2165 -0.0916 -4.5991  -0.076
C 4.1860 0.2710 -5.9757  -0.743
C 5.3757 0.4726 -6.7012  -0.719
C 6.5966 0.2600 -6.0391  -0.479
C 6.6231 -0.1039 -4.6833  -0.746
C 5.4300 -0.2791 -3.9603  0.370
H 3.1948 0.3335 -6.4073  0.427
H 5.3504 0.8355 -7.7332  0.409
H 7.5630 0.4068 -6.5379  0.388
H 7.5578 -0.1661 -4.1532  0.483
F 5.4490 -3.4701 3.6917  -0.343
C 4.5594 -2.9629 2.7757  0.024
C 4.6214 -3.3689 1.4299  -0.919
C 3.8047 -2.6948 0.4936  -0.559
C 2.9166 -1.7234 0.8780  1.764
C 2.7131 -1.5084 2.2293  -0.755
C 3.5690 -2.0534 3.1956  -0.603
H 5.2833 -4.1876 1.1087  0.479
H 3.9242 -3.0103 -0.5345  0.634
H 1.9232 -0.8508 2.5788  0.129
H 3.4970 -1.7330 4.2359  0.481
C -3.9279 -1.6967 2.3898  -1.823
C -4.6456 -0.4330 2.9250  1.089
C -6.0197 -0.4625 2.2580  -1.988
C -4.8064 -0.6195 4.4379  -1.533
C -3.9259 0.9203 2.5307  2.358
O -4.6767 1.8987 3.3210  -0.703
C -3.9930 1.2925 1.0450  -0.777
C -3.5169 2.6948 0.5723  -0.161
C -4.4599 3.8785 0.6839  -0.048
C -5.6725 3.9616 -0.0334  -0.600
C -6.4778 5.0927 0.0917  -0.675
C -6.2046 6.0188 1.1124  0.157
Cl -7.4600 7.0547 1.6937  -0.195
C -4.9717 6.0171 1.7462  -0.727
C -4.1159 4.9288 1.5355  -0.131
C -2.4734 0.8076 3.1176  -2.226
N -1.3349 0.8490 2.1972  1.033
C -0.7099 -0.0552 1.4157  -0.390
N 0.4930 0.4681 1.0819  0.821
C 0.4543 1.7504 1.5243  -0.701
N -0.5566 2.0512 2.2593  -1.005
H -4.5879 -2.5675 2.6081  0.551
H -2.9670 -1.9193 2.9064  0.274
H -3.7447 -1.6928 1.3072  0.252
H -6.6703 -1.2255 2.7036  0.472
H -5.9491 -0.7518 1.2031  0.403
H -6.5451 0.5207 2.3333  0.316
H -5.4087 -1.5657 4.6294  0.399
H -5.2974 0.2541 4.9222  0.358
H -3.8185 -0.7793 4.9235  0.342
H -4.3653 2.7946 3.0834  0.473
H -5.0707 1.1771 0.7596  0.846
H -3.4670 0.4857 0.4838  0.136
H -3.3397 2.5053 -0.4981  0.258
H -2.5780 2.9720 1.0486  0.087
H -5.9839 3.1797 -0.7056  0.422
H -7.3356 5.2600 -0.5535  0.421
H -4.6933 6.8391 2.4056  0.401
H -3.1647 4.9284 2.0226  0.478
H -2.3895 -0.1708 3.5733  0.742
H -2.3409 1.6075 3.8659  0.139
H -0.9927 -1.1284 1.2730  0.493
H 1.2737 2.4656 1.3289  0.531